[1]
100
Properties=species:S:1:pos:R:3 method="wB97M-V/def2-TZVPD" energy_ha=-18331.93955 relative_energy_kcal_mol=0.0 e_homo_ev=-9.333
C -2.990 15.946 9.953
C -4.104 15.311 9.101
O -5.198 15.010 9.557
N -3.721 15.127 7.844
C -4.398 14.401 6.842
H -2.474 16.668 9.321
H -2.308 15.261 10.457
H -3.463 16.582 10.700
H -2.768 15.350 7.592
H -4.813 15.148 6.165
H -5.198 13.753 7.201
H -3.737 13.764 6.254
C -9.988 17.819 9.771
C -10.709 17.012 8.729
O -11.885 17.208 8.504
N -9.951 16.156 8.104
C -10.372 15.049 7.281
H -9.054 17.466 10.210
H -10.654 17.806 10.633
H -9.901 18.890 9.592
H -8.989 16.318 8.367
H -11.327 15.290 6.813
H -10.328 14.021 7.640
H -9.689 15.129 6.435
C -16.579 11.960 14.653
C -16.054 10.730 15.347
O -15.104 10.098 14.871
N -16.569 10.490 16.512
C -16.198 9.280 17.275
H -15.766 12.600 14.313
H -17.253 12.603 15.219
H -17.209 11.659 13.816
H -17.367 11.060 16.755
H -15.176 8.908 17.212
H -16.912 8.505 16.995
H -16.322 9.513 18.333
C -10.100 11.077 12.067
C -9.717 9.660 11.665
O -8.757 9.501 10.912
N -10.419 8.688 12.164
C -10.224 7.286 12.065
H -9.249 11.703 12.334
H -10.773 11.026 12.923
H -10.673 11.503 11.244
H -11.309 8.909 12.586
H -11.035 6.779 11.544
H -10.229 6.979 13.111
H -9.272 7.048 11.591
C -4.863 4.894 16.384
C -3.570 4.491 17.060
O -2.892 5.662 17.547
C -1.781 5.503 18.398
O -1.441 4.381 18.868
C -1.165 6.756 18.924
F -1.517 7.833 18.219
F -1.485 6.912 20.202
F 0.180 6.477 18.821
H -5.393 5.684 16.916
H -5.604 4.094 16.373
H -4.655 5.240 15.371
H -3.056 3.866 16.331
H -3.846 4.017 18.002
C -14.037 8.073 6.604
C -12.531 8.040 6.569
O -12.012 7.111 5.571
C -11.864 5.792 5.881
O -11.763 5.360 7.053
C -11.720 4.908 4.574
F -12.089 5.568 3.441
F -10.394 4.633 4.474
F -12.397 3.739 4.768
H -14.316 8.654 7.483
H -14.428 7.071 6.783
H -14.406 8.572 5.708
H -12.057 7.884 7.538
H -12.232 9.075 6.404
C -4.371 12.408 15.929
C -4.532 13.603 14.976
O -5.447 14.485 15.611
C -5.167 15.747 15.995
O -4.047 16.156 16.060
C -6.417 16.480 16.643
F -6.506 17.689 16.265
F -7.507 15.796 16.473
F -6.270 16.579 17.990
H -3.724 12.757 16.734
H -4.088 11.487 15.420
H -5.306 12.169 16.435
H -4.965 13.343 14.010
H -3.543 14.060 14.961
C -6.176 1.774 7.175
Br -5.311 3.340 6.283
Br -6.574 2.155 9.098
Br -5.044 0.144 6.943
H -7.094 1.643 6.602
C -12.923 3.543 16.396
Br -11.699 4.102 17.839
Br -14.641 2.839 17.097
Br -12.091 2.123 15.331
H -13.146 4.453 15.840


[2]
81
Properties=species:S:1:pos:R:3 method="wB97M-V/def2-TZVPD" energy_ha=-3828.01698 s2=2.00 e_homo_ev="-1.801 / -1.840" spin_multiplicity=3 total_charge=-1
Tm 0.140 0.053 2.188
P 0.104 0.495 -0.668
Cl 1.474 2.177 1.925
C -1.886 0.625 1.770
H -2.832 0.099 1.552
H -2.117 1.708 1.876
C 1.956 0.718 -0.857
C -0.733 2.155 -0.827
C 2.490 0.802 -2.282
H 2.094 1.704 -0.382
C 3.984 1.163 -2.256
H 2.350 -0.163 -2.791
H 1.937 1.558 -2.861
C 4.801 0.179 -1.412
H 4.368 1.192 -3.282
H 4.095 2.170 -1.831
C 4.234 0.018 0.001
H 4.811 -0.799 -1.910
H 5.842 0.513 -1.355
C 2.730 -0.308 0.000
H 4.778 -0.765 0.543
H 4.381 0.954 0.556
H 2.568 -1.322 -0.395
H 2.391 -0.293 1.058
C -0.567 -0.613 -2.001
C -2.249 1.992 -0.990
H -0.549 2.566 0.180
C -2.930 3.361 -0.913
H -2.491 1.498 -1.943
H -2.619 1.349 -0.181
C -2.323 4.365 -1.893
H -4.004 3.247 -1.098
H -2.807 3.741 0.109
C -0.804 4.480 -1.742
H -2.563 4.060 -2.919
H -2.782 5.348 -1.742
C -0.103 3.121 -1.835
H -0.397 5.152 -2.507
H -0.573 4.915 -0.760
H -0.191 2.719 -2.855
H 0.970 3.239 -1.626
C 0.142 -1.974 -2.022
H -1.606 -0.775 -1.655
C -0.593 -2.930 -2.961
H 1.186 -1.851 -2.347
H 0.177 -2.403 -1.013
C -0.764 -2.342 -4.363
H -0.050 -3.879 -3.005
H -1.582 -3.141 -2.535
C -1.385 -0.944 -4.330
H 0.217 -2.290 -4.851
H -1.384 -3.009 -4.971
C -0.633 0.010 -3.398
H -1.419 -0.516 -5.335
H -2.418 -1.026 -3.971
H 0.385 0.189 -3.773
H -1.137 0.985 -3.367
C 0.127 -2.595 1.550
C -1.178 -2.220 1.355
H 0.887 -2.468 0.771
C -2.282 -2.573 2.301
H -1.471 -1.620 0.480
C -1.742 -2.930 3.694
H -2.974 -1.726 2.359
H -2.869 -3.438 1.939
C -0.604 -3.947 3.592
H -1.357 -2.022 4.181
H -2.548 -3.327 4.324
C 0.561 -3.426 2.731
H -0.239 -4.214 4.591
H -1.000 -4.867 3.144
H 1.246 -2.852 3.379
H 1.148 -4.292 2.383
F -0.792 1.366 7.632
C -0.513 0.390 6.739
F 0.434 -0.414 7.272
F -1.639 -0.348 6.555
S 0.089 1.041 5.088
O -1.012 1.743 4.451
O 1.301 1.746 5.380
O 0.313 -0.289 4.362


[3]
75
Properties=species:S:1:pos:R:3 method="wB97M-V/def2-TZVPD" energy_ha=-3024.88848 relative_energy_kcal_mol=6.2 s2=6.18 e_homo_ev="-2.406 / -3.409" spin_multiplicity=5 total_charge=-1
Mn 1.299 -0.050 2.985
P -0.120 0.448 0.094
Cl 1.438 2.106 2.739
C -1.726 -0.159 1.382
H -2.707 -0.026 1.003
H -1.464 0.678 2.061
C 1.888 0.711 -0.238
C -0.787 2.176 -0.150
C 2.318 0.788 -1.702
H 2.024 1.705 0.228
C 3.797 1.205 -1.792
H 2.206 -0.196 -2.190
H 1.734 1.520 -2.280
C 4.730 0.316 -0.945
H 4.130 1.145 -2.833
H 3.910 2.254 -1.465
C 4.214 0.069 0.485
H 4.860 -0.664 -1.436
H 5.721 0.775 -0.870
C 2.721 -0.315 0.536
H 4.777 -0.741 0.960
H 4.345 0.974 1.110
H 2.570 -1.315 0.082
H 2.381 -0.360 1.624
C -0.639 -0.575 -1.360
C -2.269 2.034 -0.512
H -0.656 2.595 0.869
C -2.963 3.388 -0.434
H -2.351 1.630 -1.531
H -2.783 1.317 0.135
C -2.294 4.427 -1.335
H -4.011 3.234 -0.700
H -2.938 3.714 0.618
C -0.765 4.475 -1.163
H -2.555 4.200 -2.383
H -2.727 5.405 -1.102
C -0.069 3.104 -1.133
H -0.347 5.071 -1.976
H -0.541 5.003 -0.221
H -0.106 2.664 -2.144
H 0.990 3.252 -0.866
C 0.111 -1.906 -1.473
H -1.664 -0.764 -1.013
C -0.595 -2.832 -2.466
H 1.138 -1.715 -1.807
H 0.197 -2.422 -0.512
C -0.832 -2.187 -3.831
H 0.005 -3.737 -2.577
H -1.556 -3.133 -2.033
C -1.393 -0.767 -3.740
H 0.105 -2.184 -4.402
H -1.523 -2.812 -4.404
C -0.681 0.112 -2.717
H -1.331 -0.283 -4.717
H -2.456 -0.819 -3.477
H 0.339 0.321 -3.051
H -1.177 1.083 -2.672
C -0.046 -1.786 2.140
C -1.541 -1.514 1.834
H 0.322 -2.083 1.147
C -2.498 -2.294 2.823
H -1.924 -2.031 0.935
C -1.879 -2.757 4.189
H -3.488 -1.920 3.008
H -2.703 -3.243 2.345
C -0.563 -3.525 3.973
H -1.700 -1.862 4.819
H -2.576 -3.427 4.744
C 0.484 -2.805 3.085
H -0.140 -3.797 4.953
H -0.821 -4.495 3.514
H 1.231 -2.414 3.766
H 1.011 -3.621 2.585
N 0.377 -0.146 6.027
C 0.531 -0.213 4.855


[4]
79
Properties=species:S:1:pos:R:3 method="wB97M-V/def2-TZVPD" energy_ha=-3434.92105 e_homo_ev="-10.615 / -9.615" total_charge=+1
Lu 0.548 -1.320 -0.426
C 1.943 -0.496 1.710
C 2.684 -1.378 0.870
C 2.399 0.627 -0.255
C 1.795 0.748 1.031
C 2.973 -0.687 -0.353
C 1.609 -0.752 3.137
H 1.382 -1.812 3.315
H 0.739 -0.162 3.450
H 2.441 -0.482 3.804
C 1.372 2.036 1.634
H 0.870 1.893 2.599
H 0.687 2.603 0.987
H 2.238 2.698 1.813
C 2.608 1.723 -1.226
H 3.628 2.136 -1.163
H 1.927 2.560 -1.044
H 2.458 1.389 -2.263
C 3.742 -1.215 -1.510
H 4.673 -1.706 -1.187
H 4.002 -0.418 -2.215
H 3.170 -1.970 -2.072
C 3.200 -2.706 1.297
H 4.079 -2.623 1.960
H 3.498 -3.320 0.438
H 2.436 -3.250 1.871
C -1.653 -1.798 0.213
C -0.783 -2.380 1.136
C -0.520 -3.863 1.166
C 0.389 -4.442 0.045
C 0.826 -3.494 -1.053
C -0.079 -2.933 -1.956
C -1.555 -3.289 -1.923
C -2.408 -2.629 -0.805
H -1.470 -4.432 1.165
H -0.130 -5.327 -0.367
H -0.063 -4.115 2.136
H -3.006 -3.423 -0.321
H -2.172 -0.869 0.485
H -0.667 -1.882 2.109
H -3.156 -1.976 -1.287
H -1.996 -3.000 -2.889
H 0.276 -2.542 -2.924
H -1.719 -4.377 -1.884
H 1.289 -4.863 0.524
H 1.885 -3.584 -1.340
P -2.205 1.362 2.415
C -1.799 2.741 3.540
H -2.691 3.046 4.104
H -1.405 3.598 2.973
H -1.016 2.404 4.236
C -3.584 2.055 1.436
H -4.435 2.300 2.086
H -3.898 1.310 0.690
H -3.251 2.956 0.902
C -3.111 0.226 3.535
H -3.486 -0.629 2.952
H -3.954 0.737 4.022
H -2.421 -0.158 4.303
P -0.656 0.430 -2.757
C 0.447 0.384 -4.230
H -0.148 0.480 -5.154
H 0.997 -0.571 -4.255
H 1.182 1.203 -4.159
C -2.299 0.047 -3.495
H -2.384 -1.038 -3.631
H -2.439 0.546 -4.466
H -3.090 0.374 -2.805
C -0.823 2.243 -2.546
H -1.289 2.701 -3.430
H 0.149 2.725 -2.370
H -1.458 2.423 -1.665
F -0.141 5.254 1.687
C 0.045 4.663 0.489
F -1.183 4.325 0.000
C 0.806 5.541 -0.473
F 0.061 6.583 -0.897
F 1.922 6.011 0.120
F 1.170 4.829 -1.591


[5]
84
Properties=species:S:1:pos:R:3 method="wB97M-V/def2-TZVPD" energy_ha=-3628.24239 relative_energy_kcal_mol=21.2 e_homo_ev="-13.985 / -13.984" total_charge=+2
Co 0.614 0.303 0.945
C 3.771 -0.308 5.011
O 3.667 0.105 3.628
C 2.556 -0.024 2.956
O 2.508 0.309 1.768
N 1.475 -0.590 3.544
N 0.334 -0.745 2.728
H 4.791 -0.082 5.298
H 3.596 -1.380 5.092
H 3.081 0.272 5.624
H 1.452 -0.918 4.498
H -0.455 -0.286 3.181
H 0.085 -1.726 2.613
C 2.646 2.899 -0.044
P 1.279 1.874 -0.645
C 2.123 0.832 -1.883
N 2.826 1.451 -2.805
C 3.505 0.683 -3.685
C 4.284 1.305 -4.693
C 4.997 0.527 -5.553
C 4.962 -0.892 -5.461
C 4.216 -1.514 -4.508
C 3.472 -0.728 -3.591
N 2.764 -1.338 -2.615
C 2.097 -0.566 -1.788
P 1.241 -1.423 -0.422
C 2.573 -2.433 0.269
C 0.021 -2.584 -1.181
C 0.713 -3.651 -2.036
C -0.930 -1.746 -2.035
C -0.723 -3.295 -0.046
C 0.126 3.003 -1.556
C -0.589 3.878 -0.518
C -0.865 2.131 -2.327
C 0.883 3.930 -2.513
H 3.099 3.372 -0.916
H 3.382 2.274 0.458
H 2.294 3.662 0.648
H 4.294 2.383 -4.750
H 5.602 0.988 -6.321
H 5.541 -1.477 -6.161
H 4.173 -2.590 -4.423
H 2.981 -3.029 -0.547
H 2.208 -3.088 1.059
H 3.350 -1.783 0.670
H 1.390 -3.227 -2.775
H -0.063 -4.208 -2.564
H 1.264 -4.362 -1.422
H -0.427 -1.336 -2.913
H -1.363 -0.920 -1.473
H -1.750 -2.377 -2.383
H -0.036 -3.860 0.589
H -1.416 -4.017 -0.482
H -1.295 -2.616 0.567
H -1.251 3.305 0.121
H -1.184 4.623 -1.049
H 0.121 4.428 0.102
H -1.393 1.443 -1.670
H -0.372 1.559 -3.115
H -1.610 2.774 -2.799
H 1.449 4.689 -1.972
H 0.140 4.450 -3.119
H 1.558 3.400 -3.182
C -4.024 -1.042 -0.126
C -3.531 -0.407 1.162
C -4.279 -0.959 2.357
O -2.097 -0.803 1.298
B -1.363 0.256 0.871
O -2.048 1.403 0.681
C -3.450 1.155 1.110
C -3.593 1.824 2.465
C -4.360 1.801 0.087
H -3.894 -2.122 -0.066
H -3.478 -0.678 -0.995
H -5.083 -0.836 -0.276
H -4.329 -2.045 2.293
H -5.301 -0.579 2.367
H -3.805 -0.691 3.298
H -2.912 1.397 3.204
H -4.606 1.723 2.851
H -3.371 2.885 2.367
H -4.159 1.445 -0.920
H -4.223 2.881 0.105
H -5.404 1.594 0.327